Record 1
The following is a DFT calculation (wB97M-V/def2-TZVPD) of a 11-piece molecular cluster, C16H58N4O11 overall in a non-equilibrium geometry.

The calculation puts the gap between HOMO and LUMO at 9.05 eV. As for the SMILES: COC[C@H](C)N.COC[C@H](C)N.COC[C@H](C)N.COC[C@H](C)N.O.O.O.O.O.O.O. The highest occupied orbital energy is -8.77 eV. Its energy above the lowest of the compared OMol25 structures with the same formula, charge and spin is 24.41 kcal per mole. The value obtained for the strongest force on any atom is 2.50 eV/A. The total charge is 0.

```
89
Properties=species:S:1:pos:R:3:forces:R:3:lowdin_charge:R:1
C -5.94165 -1.32771 1.86265 -1.0 -0.6 -0.1 -0.128
O -4.65231 -0.85370 2.08501 0.0 0.1 0.1 -0.199
C -4.63814 0.45203 2.66132 -1.0 -0.6 -0.7 -0.225
C -3.45308 0.55509 3.50393 2.2 0.5 -1.1 -0.440
C -3.35653 1.94522 4.10944 0.0 -0.7 0.8 -0.056
N -2.26898 0.37110 2.58969 0.0 0.6 1.4 0.060
H -5.92365 -2.09571 1.08588 0.1 0.1 0.0 0.088
H -6.64808 -0.55113 1.54122 0.2 0.1 -0.1 0.090
H -6.38362 -1.79894 2.75656 0.2 0.2 0.0 0.092
H -4.56750 1.15858 1.82954 0.0 0.3 0.1 0.138
H -5.54467 0.65997 3.24178 -0.1 -0.2 -0.1 0.130
H -3.38821 -0.22862 4.26390 -0.6 0.1 0.3 0.144
H -2.51469 1.89641 4.80771 -0.3 0.4 0.2 0.080
H -4.29762 2.13925 4.62732 0.2 0.3 0.3 0.080
H -3.16373 2.74367 3.40160 0.0 -0.1 -0.4 0.085
H -2.04094 -0.61702 2.49663 -0.1 0.6 -0.2 -0.002
H -1.50716 0.74595 3.16100 0.2 -0.1 -0.7 0.051
C -3.28898 3.22758 -2.93191 -0.1 -0.8 0.1 -0.099
O -2.17734 2.51562 -2.37142 -0.6 0.7 -0.2 -0.187
C -2.52010 1.38765 -1.58229 -0.1 0.3 0.3 -0.201
C -2.30542 0.06089 -2.30748 0.2 -0.8 1.5 -0.405
C -3.42962 -0.43193 -3.16191 0.1 -0.5 -1.5 -0.069
N -2.04087 -1.02769 -1.30950 0.3 0.4 -0.5 0.043
H -2.96700 4.18727 -3.33176 0.4 -0.2 0.0 0.080
H -4.06486 3.44959 -2.17843 0.2 -0.2 -0.1 0.085
H -3.73897 2.62904 -3.74391 0.0 0.3 0.2 0.080
H -1.88941 1.40058 -0.68948 0.3 0.1 -0.2 0.112
H -3.53554 1.49039 -1.15948 0.0 -0.1 -0.4 0.122
H -1.39544 0.14330 -2.90772 0.0 0.1 0.0 0.123
H -4.36655 -0.64906 -2.64770 0.0 0.4 0.2 0.079
H -3.11148 -1.37718 -3.62176 0.0 0.0 0.2 0.082
H -3.58513 0.20887 -4.03560 -0.3 0.2 0.3 0.076
H -1.31736 -0.76033 -0.64570 -0.1 0.0 -0.1 0.040
H -2.87918 -1.27262 -0.79717 -0.1 0.1 -0.1 0.062
C 3.76778 -2.93073 -1.98321 -0.7 -0.2 -0.5 -0.086
O 2.90959 -1.95732 -2.54573 0.1 1.0 0.3 -0.223
C 3.51493 -0.66228 -2.62386 -0.4 -0.1 -0.2 -0.197
C 2.60061 0.28447 -3.36001 -0.6 1.6 -0.5 -0.400
C 3.36746 1.60112 -3.65177 1.7 -0.8 0.0 -0.068
N 1.31288 0.56742 -2.64962 0.8 -0.8 -0.4 0.070
H 4.64092 -3.03406 -2.63305 0.3 0.0 0.4 0.091
H 3.21154 -3.86612 -2.01855 0.1 -0.1 0.1 0.086
H 3.97082 -2.70158 -0.93801 0.5 0.0 0.0 0.086
H 3.71234 -0.18323 -1.64333 0.2 -0.7 -0.1 0.133
H 4.42931 -0.76272 -3.23046 0.1 0.1 0.4 0.130
H 2.42845 -0.14203 -4.36459 -0.5 -0.1 0.4 0.141
H 3.76352 2.10881 -2.76085 -0.5 -0.1 0.1 0.068
H 2.88337 2.33617 -4.28799 -0.5 -0.2 0.1 0.073
H 4.29441 1.29741 -4.18701 -0.4 0.3 0.0 0.079
H 1.38617 0.39709 -1.65055 0.0 -0.1 -0.1 0.033
H 1.04618 1.53143 -2.77960 -0.1 0.1 0.0 0.068
C 5.61516 2.65752 0.53412 -0.2 0.1 0.0 -0.092
O 4.61897 1.65572 0.43928 0.9 -0.1 -1.2 -0.197
C 3.61738 1.74206 1.38518 -0.8 -0.5 1.3 -0.236
C 2.63815 2.88641 1.12826 0.4 0.4 -0.7 -0.437
C 1.94259 3.32963 2.36917 -0.9 -0.3 1.5 -0.075
N 1.69861 2.66435 -0.01468 1.4 -0.9 0.2 0.064
H 6.32977 2.47918 1.34939 -0.2 -0.2 0.0 0.092
H 5.15832 3.64121 0.68846 0.3 0.0 -0.1 0.078
H 6.14779 2.65685 -0.41311 0.1 0.0 0.0 0.090
H 3.09591 0.77827 1.38710 -0.1 0.0 -0.1 0.124
H 4.08615 1.82300 2.37919 -0.2 0.2 0.1 0.125
H 3.33483 3.68988 0.83966 -0.7 0.2 -0.2 0.116
H 1.23266 2.58283 2.75343 0.1 -0.2 -0.3 0.076
H 1.33341 4.23028 2.28308 0.3 0.1 -0.4 0.079
H 2.62782 3.44643 3.21985 0.1 0.2 -0.4 0.080
H 1.10031 1.85758 0.21064 0.1 0.4 0.2 0.059
H 2.32640 2.25103 -0.72782 -0.6 0.5 0.1 0.045
O 0.36569 -4.81355 -1.30258 0.6 0.4 0.3 -0.090
H -0.56699 -4.79912 -1.54364 0.1 0.1 0.0 0.039
H 0.70446 -3.94417 -1.63235 -0.7 -0.6 -0.1 0.014
O 1.42737 -3.37058 3.23690 0.2 0.3 -0.1 -0.059
H 1.09817 -3.94660 2.53068 0.2 0.2 0.2 0.041
H 2.14569 -2.87650 2.80820 -0.1 -0.5 0.1 0.054
O 0.73080 -0.92717 0.22819 0.0 -0.1 0.7 -0.062
H 1.28830 -1.71774 0.32323 -0.3 0.3 -0.1 0.046
H 0.21200 -0.88611 1.06191 0.4 -0.2 -0.5 0.026
O -1.91612 -2.28962 1.54990 -0.1 -0.3 0.1 -0.064
H -2.17750 -2.34273 2.48126 0.0 -0.3 -0.4 0.046
H -2.69572 -1.93270 1.10010 0.0 -0.1 0.3 0.017
O 0.16152 -0.93222 3.50119 0.3 -0.4 0.4 -0.085
H -0.43103 -0.96740 4.26423 0.2 0.0 -0.2 0.043
H 0.71038 -1.74923 3.57969 -0.6 0.3 -0.1 0.006
O 0.18106 -2.44267 -2.81540 0.5 1.0 0.8 -0.101
H -0.53494 -1.96319 -2.33730 0.2 -0.4 -0.3 0.005
H 0.98182 -1.87740 -2.64181 -0.9 -0.8 -0.5 0.015
O 2.48131 -4.57718 0.84337 -0.5 -0.3 0.1 -0.068
H 1.60797 -4.91575 0.55591 0.5 0.1 -0.4 0.031
H 2.98505 -5.36092 1.10333 -0.2 0.2 -0.1 0.057
```
Forces are in eV/Å.

Record 2
The following is a DFT calculation (wB97M-V/def2-TZVPD) of a 5-piece molecular cluster, C24H59N5O2 overall in a non-equilibrium geometry.

The calculation puts the gap between HOMO and LUMO at 8.21 eV. As for the SMILES: CCN(CC)CC.CCN(CC)CC.CCN(CC)CC.CNC(C)=O.CNC(C)=O. The highest occupied orbital energy is -7.72 eV. Its energy above the lowest of the compared OMol25 structures with the same formula, charge and spin is 11.40 kcal per mole. The value obtained for the strongest force on any atom is 2.18 eV/A. The total charge is 0.

```
90
Properties=species:S:1:pos:R:3:forces:R:3:lowdin_charge:R:1
C 16.20290 -5.26956 -1.81219 -0.5 -0.8 -0.1 -0.090
C 15.06398 -6.29050 -1.52011 0.3 0.5 0.2 -0.247
N 15.14930 -6.92882 -0.21430 0.5 -0.3 0.5 -0.206
C 15.44298 -6.00226 0.88102 -0.9 0.1 -0.2 -0.263
C 15.25031 -6.59278 2.28828 1.0 0.3 -0.5 -0.071
C 15.94937 -8.16494 -0.20792 -0.5 0.2 0.3 -0.250
C 15.01529 -9.37198 -0.31487 1.2 -0.8 -0.5 -0.076
H 17.16450 -5.64658 -1.46264 0.0 0.1 0.2 0.067
H 15.93756 -4.34810 -1.30184 0.4 0.2 -0.1 0.062
H 16.32454 -5.10910 -2.88369 -0.2 0.2 0.0 0.065
H 14.11561 -5.74836 -1.55344 -0.1 0.0 -0.1 0.106
H 15.00815 -7.06377 -2.28500 0.1 -0.1 0.0 0.105
H 16.41927 -5.51388 0.79171 0.2 -0.2 0.0 0.102
H 14.69423 -5.21061 0.76827 0.2 0.2 0.0 0.113
H 15.55238 -7.63934 2.30231 -0.5 -0.1 0.2 0.057
H 15.97597 -6.10112 2.93999 -0.2 0.1 0.2 0.070
H 14.25030 -6.39749 2.65955 -0.1 -0.4 0.1 0.068
H 16.54143 -8.25529 0.70439 -0.1 0.2 0.0 0.098
H 16.67679 -8.14627 -1.02746 0.0 -0.2 0.0 0.112
H 14.85102 -9.55615 -1.38037 -0.7 0.1 0.1 0.064
H 14.11524 -9.27195 0.28097 -0.2 0.3 -0.2 0.074
H 15.50793 -10.28891 0.03632 0.1 0.2 0.0 0.044
C 14.99132 -16.39943 3.00669 0.1 -0.2 -1.0 -0.076
C 13.48060 -16.21785 3.09748 0.6 0.7 0.7 -0.255
N 12.94088 -15.43377 1.98233 -0.4 0.0 0.3 -0.196
C 13.23567 -15.98141 0.68328 1.8 -0.5 -1.1 -0.288
C 12.77971 -17.40295 0.36321 -0.9 -0.1 0.1 -0.073
C 11.50372 -15.21262 2.17795 0.2 0.2 0.0 -0.240
C 11.17835 -14.30389 3.36913 -0.1 0.5 -0.6 -0.084
H 15.44172 -15.42497 2.81528 0.1 0.0 0.1 0.058
H 15.22719 -17.03090 2.14382 0.1 0.0 0.1 0.068
H 15.50990 -16.85255 3.84853 -0.5 0.0 0.3 0.075
H 12.94806 -17.15903 3.27668 0.0 -0.1 -0.2 0.113
H 13.31577 -15.59219 3.97664 -0.2 -0.1 0.2 0.103
H 12.95859 -15.34355 -0.16317 -0.7 0.3 0.5 0.094
H 14.33124 -15.95848 0.54897 -0.1 -0.1 0.4 0.093
H 13.41075 -17.88034 -0.38568 0.0 0.2 -0.1 0.074
H 12.75532 -18.07922 1.22023 0.2 0.2 0.1 0.066
H 11.75512 -17.35763 -0.01764 0.1 -0.2 -0.1 0.073
H 10.96528 -16.15891 2.34123 0.1 -0.1 -0.1 0.117
H 11.14001 -14.79886 1.23539 -0.1 0.1 0.1 0.116
H 10.22638 -13.80186 3.17730 -0.2 -0.4 0.3 0.072
H 11.85365 -13.45160 3.47729 0.3 -0.3 -0.1 0.056
H 11.15660 -14.86711 4.29761 -0.2 0.1 0.1 0.067
C 23.31258 -8.30344 4.17280 0.7 -0.5 0.9 -0.100
C 22.41997 -9.51864 4.37601 -0.7 -0.4 0.0 -0.266
N 21.75158 -9.94549 3.15552 0.1 -0.3 -0.3 -0.212
C 21.21659 -11.30056 3.17262 0.0 -0.1 -1.0 -0.262
C 19.89223 -11.46883 3.91360 1.1 1.0 0.8 -0.074
C 20.89574 -8.96123 2.51767 0.6 0.7 0.2 -0.268
C 20.58668 -9.27858 1.04530 0.2 -0.1 1.0 -0.076
H 22.75115 -7.38666 4.33077 0.2 0.2 -0.5 0.066
H 23.89945 -8.37072 3.25696 -0.6 0.3 -0.4 0.080
H 24.10853 -8.31266 4.92767 -0.3 0.1 0.3 0.068
H 22.97891 -10.38264 4.74448 0.2 0.1 -0.2 0.111
H 21.68637 -9.32052 5.17635 0.1 0.2 0.1 0.109
H 21.07307 -11.58625 2.12289 0.0 0.0 0.0 0.100
H 22.01063 -11.96948 3.51283 -0.1 0.0 0.3 0.110
H 19.15431 -10.80499 3.46771 -0.4 -0.5 -0.2 0.054
H 19.59650 -12.50650 4.02783 -0.3 0.0 -0.2 0.072
H 20.08654 -11.03989 4.90621 -0.3 -0.3 0.2 0.067
H 21.44188 -8.01500 2.58652 0.2 -0.1 -0.4 0.096
H 19.98358 -8.69276 3.07742 -0.2 -0.5 0.0 0.114
H 19.72442 -9.94183 0.98896 -0.2 0.2 -0.3 0.063
H 21.43213 -9.80251 0.60133 0.1 0.1 -0.1 0.074
H 20.44107 -8.32196 0.54932 -0.3 -0.2 -0.3 0.066
C 16.22549 -13.41213 0.16698 0.8 -0.4 -0.2 -0.069
N 15.52559 -13.25948 1.40953 -0.9 0.4 0.3 0.013
C 15.73260 -12.26268 2.30361 0.2 1.1 0.2 -0.550
C 14.73236 -12.19261 3.43581 -0.3 -1.4 0.2 0.010
O 16.63982 -11.44412 2.25045 0.1 -0.3 -0.4 0.020
H 16.79257 -12.52164 -0.10201 -0.1 0.1 0.3 0.081
H 15.56326 -13.63416 -0.66997 -0.2 0.0 0.2 0.056
H 16.94165 -14.23662 0.26403 0.0 0.1 -0.2 0.087
H 14.63553 -13.72177 1.54501 0.1 -0.3 -0.3 0.092
H 14.25339 -11.22681 3.55075 0.2 0.2 -0.1 0.085
H 15.23839 -12.48603 4.35836 0.1 0.4 0.0 0.090
H 13.96678 -12.96766 3.31625 -0.1 0.2 -0.1 0.042
C 13.56247 -14.02209 -2.96524 -0.7 1.0 1.4 -0.046
N 12.24875 -13.41608 -3.18322 0.6 0.0 -0.7 0.009
C 11.08401 -13.90808 -2.74848 -1.4 -0.7 0.6 -0.564
C 9.83603 -13.23461 -3.28846 -0.1 0.3 -0.2 -0.009
O 10.95946 -14.87774 -2.00816 0.7 0.2 -0.1 0.026
H 14.18746 -13.84491 -3.83113 0.1 -0.4 -0.1 0.085
H 13.45873 -15.04767 -2.62214 -0.1 -0.2 -0.6 0.080
H 13.98504 -13.50818 -2.09253 0.4 0.0 -0.3 0.062
H 12.18948 -12.64153 -3.82032 0.1 0.0 0.0 0.132
H 9.86163 -12.14228 -3.30192 0.3 -0.1 -0.2 0.077
H 8.96317 -13.50065 -2.69996 0.2 -0.3 0.1 0.079
H 9.68384 -13.60871 -4.30350 -0.1 0.2 0.0 0.085
```
Forces are in eV/Å.

Record 3
The following is a DFT calculation (wB97M-V/def2-TZVPD) of a 2-piece molecular cluster, BrH4N2OP overall in a non-equilibrium geometry.

The calculation puts the gap between HOMO and LUMO at 10.66 eV. The highest occupied orbital energy is -10.54 eV. Its energy above the lowest of the compared OMol25 structures with the same formula, charge and spin is 8.61 kcal per mole. The value obtained for the strongest force on any atom is 1.17 eV/A. The total charge is 0.

```
9
Properties=species:S:1:pos:R:3:forces:R:3:lowdin_charge:R:1
N -1.65952 0.52288 1.56178 0.5 -0.4 -1.0 -0.175
N -1.04276 -0.44403 -0.83424 0.3 0.4 0.6 -0.060
O 0.94399 0.17671 0.71804 -0.3 0.0 -0.2 -0.367
P -0.52109 0.15009 0.59045 -0.1 -0.1 0.4 0.518
Br 3.46191 -0.21686 -1.45385 0.2 -0.1 -0.3 0.310
H -1.28890 0.83897 2.44548 -0.1 0.1 0.3 -0.013
H -0.38327 -0.52404 -1.59505 -0.2 -0.1 0.1 0.069
H -2.02836 -0.44523 -1.02531 -0.1 0.0 -0.2 0.064
H 2.51800 -0.05850 -0.40730 -0.3 0.1 0.3 -0.346
```
Forces are in eV/Å.